4 unconnected molecules or ions with the total composition C44H49BN2O14S3 at a distorted geometry. Source: OMol25; level of theory: ωB97M-V/def2-TZVPD.

Properties
**Total charge**: 0
**Frontier orbital gap**: 6.17 eV
**SMILES**: CCCCN(CCCCc1cccc2c1Nc1cc(B(O)OCC)ccc1S2)C(=S)SCCC.O=C1C=C(O)C(=O)C=C1O.O=C1C=C(O)C(=O)C=C1O.O=C1C=C(O)C(=O)C=C1O
**Spin multiplicity**: 1
**Highest occupied orbital energy**: -7.91 eV
**DFT total energy**: -111251.093 eV

Each line ends with the Löwdin charge.
CARTESIAN COORDINATES (ANGSTROEM)
C  -4.366  -0.398  2.428  -0.083
C  -4.857  0.939  1.860  -0.247
C  -4.133  1.218  0.551  -0.213
C  -4.600  2.511  -0.124  -0.205
N  -3.591  3.166  -0.982  -0.177
C  -2.928  2.252  -1.927  -0.208
C  -3.877  1.458  -2.808  -0.163
C  -3.094  0.388  -3.594  -0.177
C  -3.635  -1.024  -3.345  -0.138
C  -3.075  -1.732  -2.135  -0.148
C  -1.758  -1.584  -1.716  -0.034
C  -1.270  -2.268  -0.601  -0.073
C  -2.093  -3.098  0.140  -0.101
C  -3.415  -3.244  -0.260  -0.460
C  -3.907  -2.587  -1.388  -0.220
N  -5.270  -2.765  -1.814  0.057
C  -6.209  -2.673  -0.734  -0.255
C  -7.360  -1.910  -0.911  0.037
C  -8.325  -1.802  0.094  -0.075
B  -9.607  -0.944  -0.172  -0.583
O  -10.006  -0.714  -1.497  0.135
O  -10.341  -0.443  0.857  0.076
C  -11.160  0.711  0.581  -0.219
C  -11.679  1.248  1.911  -0.059
C  -8.082  -2.470  1.295  -0.027
C  -6.932  -3.223  1.500  -0.082
C  -6.001  -3.330  0.475  -0.472
S  -4.530  -4.287  0.646  1.040
C  -2.703  3.992  -0.317  -1.065
S  -1.705  5.003  -1.119  0.665
S  -2.621  3.987  1.484  0.881
C  -0.975  3.258  1.774  -0.464
C  -1.102  2.112  2.783  -0.300
C  -0.043  1.009  2.589  -0.086
H  -4.404  -1.132  1.632  0.050
H  -3.313  -0.308  2.684  0.063
H  -4.948  -0.730  3.280  0.074
H  -4.604  1.713  2.580  0.096
H  -5.932  0.897  1.700  0.109
H  -3.077  1.333  0.782  0.088
H  -4.268  0.367  -0.113  0.103
H  -5.452  2.292  -0.766  0.115
H  -4.965  3.228  0.600  0.095
H  -2.344  2.875  -2.596  0.086
H  -2.201  1.603  -1.431  0.120
H  -4.699  0.998  -2.271  0.091
H  -4.294  2.154  -3.531  0.118
H  -2.049  0.476  -3.318  0.086
H  -3.143  0.584  -4.661  0.109
H  -4.706  -0.942  -3.214  0.095
H  -3.495  -1.671  -4.210  0.123
H  -1.080  -0.935  -2.243  0.102
H  -0.237  -2.128  -0.323  0.102
H  -1.755  -3.637  1.011  0.102
H  -5.336  -3.691  -2.231  0.143
H  -7.510  -1.398  -1.847  0.115
H  -9.465  -0.021  -1.885  0.104
H  -12.004  0.431  -0.037  0.120
H  -10.542  1.454  0.086  0.118
H  -11.817  2.321  1.842  0.073
H  -10.941  1.018  2.672  0.078
H  -12.606  0.747  2.161  0.073
H  -8.798  -2.412  2.101  0.115
H  -6.743  -3.723  2.436  0.105
H  -0.368  4.040  2.216  0.064
H  -0.486  2.962  0.856  0.058
H  -1.034  2.481  3.802  0.103
H  -2.079  1.656  2.674  0.049
H  0.324  0.622  3.534  0.069
H  -0.495  0.169  2.063  0.060
H  0.786  1.343  1.978  0.042
C  5.511  3.843  0.340  0.077
C  4.323  3.263  0.121  -0.230
C  3.157  3.465  1.050  -0.297
O  2.108  2.913  0.768  0.090
C  3.343  4.294  2.226  0.080
C  4.532  4.870  2.447  -0.234
C  5.693  4.688  1.505  -0.310
O  6.732  5.260  1.777  0.108
O  4.782  5.639  3.498  0.120
O  4.079  2.475  -0.918  0.119
H  6.356  3.705  -0.321  0.119
H  2.503  4.420  2.894  0.134
H  5.712  5.926  3.408  0.121
H  3.146  2.200  -0.836  0.119
C  10.753  0.901  1.708  0.080
C  10.229  1.869  0.943  -0.233
C  8.999  1.641  0.107  -0.303
O  8.577  2.575  -0.547  0.103
C  8.382  0.323  0.122  0.087
C  8.911  -0.639  0.885  -0.234
C  10.128  -0.408  1.738  -0.314
O  10.524  -1.341  2.411  0.116
O  8.409  -1.875  0.951  0.086
O  10.741  3.089  0.864  0.123
H  11.635  1.054  2.314  0.138
H  7.507  0.165  -0.493  0.141
H  8.977  -2.356  1.588  0.127
H  10.167  3.591  0.254  0.123
C  8.606  -5.703  -2.748  0.074
C  9.645  -6.329  -3.315  -0.241
C  11.064  -5.911  -3.048  -0.316
O  11.949  -6.545  -3.592  0.107
C  11.298  -4.781  -2.168  0.075
C  10.261  -4.150  -1.599  -0.226
C  8.838  -4.584  -1.848  -0.312
O  7.948  -3.975  -1.288  0.114
O  10.424  -3.111  -0.788  0.107
O  9.513  -7.356  -4.145  0.115
H  7.582  -5.997  -2.931  0.135
H  12.322  -4.481  -1.996  0.136
H  9.549  -2.803  -0.472  0.085
H  10.419  -7.614  -4.401  0.119

Cartesian forces (eV/Å) of the 3 atoms listed first:
0.023 0.415 -0.569
0.435 -0.594 0.080
-0.225 0.561 0.231


C3H4N4O in the gas phase at a distorted geometry. Source: OMol25; level of theory: ωB97M-V/def2-TZVPD.

Properties
**Total charge**: 0
**Frontier orbital gap**: 10.15 eV
**SMILES**: C=Nn1cnc(=O)[nH]1
**Spin multiplicity**: 1
**Highest occupied orbital energy**: -9.74 eV
**DFT total energy**: -11181.455 eV
**Energy relative to the best compared isomer or geometry (same formula, charge and spin)**: 58.0 kcal/mol

Each line ends with the Löwdin charge.
CARTESIAN COORDINATES (ANGSTROEM)
C  2.124  -0.661  -0.254  -0.009
C  -0.600  1.455  -0.006  -0.117
C  -1.905  -0.226  -0.051  -0.518
H  3.091  -0.398  -0.658  0.057
H  1.769  -1.719  -0.129  0.084
H  -0.206  2.422  -0.064  0.115
H  -0.608  -1.306  1.064  0.163
N  1.437  0.431  -0.118  -0.020
N  0.228  0.403  0.408  -0.159
N  -1.827  1.195  -0.168  0.173
N  -0.606  -0.726  0.207  0.127
O  -2.897  -0.870  -0.231  0.104

Cartesian forces (eV/Å) of the 3 atoms listed first:
-1.030 1.287 -0.439
-0.142 -0.386 0.972
-0.931 0.645 -0.709


2 unconnected molecules or ions with the total composition C6H14ClNOS at a distorted geometry. Source: OMol25; level of theory: ωB97M-V/def2-TZVPD.

Properties
**Total charge**: 0
**Frontier orbital gap**: 9.08 eV
**SMILES**: CC(C)=NC(C)C.OSCl
**Spin multiplicity**: 1
**Highest occupied orbital energy**: -8.81 eV
**DFT total energy**: -33341.881 eV
**Energy relative to the best compared isomer or geometry (same formula, charge and spin)**: 22.3 kcal/mol

Each line ends with the Löwdin charge.
CARTESIAN COORDINATES (ANGSTROEM)
C  0.735  0.387  2.033  -0.110
C  2.336  0.359  0.039  -0.064
C  -0.929  -1.703  -0.853  -0.032
C  -1.528  0.637  -1.740  -0.070
C  1.081  -0.158  0.694  -0.499
C  -0.762  -0.199  -0.885  -0.475
N  0.008  0.400  -0.104  0.060
O  -3.478  0.987  1.143  -0.544
S  -2.403  1.674  2.161  0.455
Cl  -2.352  3.631  1.501  0.090
H  -0.281  -0.108  2.196  0.062
H  1.494  -0.184  2.698  0.113
H  0.589  1.448  2.116  0.060
H  3.210  0.198  0.766  0.103
H  2.295  1.392  0.142  0.044
H  2.677  0.178  -0.995  0.086
H  -0.476  -2.095  0.106  0.067
H  -2.038  -1.985  -0.898  0.098
H  -0.385  -2.241  -1.715  0.106
H  -1.754  1.553  -1.177  0.073
H  -2.446  0.232  -2.209  0.098
H  -0.862  1.117  -2.487  0.105
H  0.963  -1.327  0.707  0.140
H  -3.052  0.911  0.222  0.035

Cartesian forces (eV/Å) of the 3 atoms listed first:
0.351 -3.696 1.962
2.709 -0.828 1.971
-0.089 -1.462 -0.475